# C43H54AsCl4GeN2O7P2S3SiTi

C43H54AsCl4GeN2O7P2S3SiTi as an isolated structure (ωB97M-V with the def2-TZVPD basis set, OMol25).

Geometry (Å):
S -3.0796 3.8354 1.6550
H 2.1004 -1.2078 0.4370
H 3.6122 -1.4241 -3.6709
H 6.2866 -0.6709 1.1400
P 0.3109 -2.1144 -1.8952
H 4.9645 0.5557 7.4131
H -1.5387 0.0346 -7.7955
H -0.0566 -1.4164 -4.2070
C -4.6541 -3.8479 -2.0697
C 1.2282 1.3753 4.9567
C -5.6233 1.5798 -3.2907
C 3.8130 2.1514 5.5563
S -2.1466 0.9741 1.5864
H -0.8401 1.9271 4.6543
H 4.8154 2.4975 5.8003
C 2.1917 8.5452 0.8793
C -6.5384 -2.5716 -1.3270
Cl -0.1726 -1.2119 2.2029
C 3.1950 2.6686 4.4169
H 4.9218 3.3739 3.3265
H -0.3811 1.3694 -6.0296
C -4.5007 -1.4172 -1.9977
H 1.0748 7.4914 3.1275
S -0.9782 2.7262 -0.1926
C -1.7381 0.7677 -4.4895
C 1.5701 -1.2017 -2.9514
C 1.9166 2.2161 4.0505
H 2.6575 8.6507 -0.1013
C 5.2779 -0.2770 1.1467
Si -3.4387 0.1213 -2.3197
H 3.3256 0.6593 -1.1886
H 2.6449 6.3591 -0.6700
H 3.4406 4.2454 2.9129
H 3.4907 -0.3125 7.8558
H -4.3713 -1.3150 -4.8805
H -3.5324 -1.3081 -7.1964
O 0.7873 0.9983 -1.5273
C -5.9612 -3.8013 -1.6065
C 4.2078 -1.0446 0.7111
H 2.4985 4.3149 -1.4703
H -6.5169 -4.7176 -1.4414
O 0.7273 -3.5320 -1.8872
Ti -0.2071 0.3864 0.1953
C 1.0996 5.3974 2.7146
C -3.0274 -0.7177 -6.4392
N 0.9621 -1.2598 -4.3454
H -4.1753 -4.8014 -2.2604
H 2.7805 -2.9598 -3.2187
O 3.2310 0.8474 -2.1386
H -5.2045 2.9664 -0.5992
C 2.2307 6.0930 0.2986
C -3.5011 -0.7160 -5.1304
C 2.3232 3.7724 -0.5403
H 5.8272 1.6383 1.9525
C -1.9065 0.0319 -6.7748
H -0.4396 0.3661 3.9844
As 0.8028 2.6079 2.4292
H 1.3518 0.1967 6.7322
H 0.2557 6.0208 4.5854
Ge -2.6320 -2.2276 1.9598
H -1.2009 1.3323 -3.7333
H -6.2500 0.6966 -3.1746
H 3.2205 3.1925 -0.3274
C -0.2367 1.0334 4.8187
H 0.9426 4.3969 4.6447
C 3.1970 1.2226 6.3751
C 1.3573 6.7264 2.4087
H 1.2611 9.1180 0.8715
C -5.1436 1.8999 -0.8293
O -2.0339 0.0291 -1.4730
H 3.5543 2.5204 1.9398
O 1.5804 1.2467 -3.9904
C 3.7254 1.5074 1.6185
H -4.5762 1.4398 -0.0165
H -0.5937 4.6682 3.8251
C 1.4621 4.3765 1.8093
H 4.3683 -2.0633 0.3741
C -5.8126 -1.4026 -1.5155
H -3.2548 2.8445 -3.5987
C 2.9088 -0.5522 0.7216
H -2.9126 -2.7392 -2.6106
H 2.8523 9.0073 1.6172
H 4.2282 4.5341 4.4531
C 5.0152 1.0079 1.6041
H 3.7667 1.3223 8.4541
H 1.1113 -0.3270 -4.7581
H -6.1595 1.5031 -0.7845
C 3.8930 0.6657 7.5887
C 0.3928 5.1002 4.0155
H -2.8974 3.1349 -1.8921
N 1.3332 1.2681 1.1873
C 1.8890 0.8740 6.0745
C -4.5126 1.6903 -2.2261
H -4.3637 3.8056 -2.6112
Cl -4.8627 -2.1685 1.8522
C 3.9782 3.7619 3.7211
C 2.6245 0.7571 1.1666
H -6.2839 -0.4698 -1.2520
P 1.7278 0.6261 -2.6428
C -3.9389 -2.6735 -2.2652
C -3.6952 2.9349 -2.6011
C 1.9358 7.0968 1.2027
C 2.9217 -1.9056 -2.9729
Cl -2.3902 -3.0373 4.0048
H -6.2720 2.4621 -3.2151
Cl -2.0894 -3.8803 0.6477
C -1.2605 0.7790 -5.7942
H 1.3688 -2.0042 -4.9038
C -2.1792 2.6135 1.0270
H -0.5859 0.5453 5.7303
C -2.8691 0.0233 -4.1300
O 0.2037 -1.3738 -0.5410
C 1.9989 4.7405 0.5650
O -0.9821 -1.7519 -2.6569
H -5.2055 1.5637 -4.3005
H -7.5477 -2.5188 -0.9345
H 3.3734 -1.8577 -1.9832
H -1.5293 -0.7672 -2.0017
H 1.5159 3.0647 -0.7041

Computed properties:
largest force on an atom: 1.18 eV/Å
HOMO level (spin up / spin down): -2.8 / -3.0 eV
charge: -2
spin multiplicity: 2
orbital gap (spin up / spin down): 0.248 / 0.224 Ha

# C43H54AsN16RbS2

C43H54AsN16RbS2 as an isolated structure (ωB97M-V with the def2-TZVPD basis set, OMol25).

Geometry (Å):
H 0.8148 -3.2340 -4.8914
H 4.3752 1.1886 -0.8968
H -7.6255 -2.6197 -3.0293
C 4.0826 -2.2876 1.3719
H -2.3035 -4.2546 -2.7999
H 5.6286 -4.2073 -0.1414
H 4.9796 -4.9732 2.1896
H 0.9948 1.0188 -5.6748
H 1.5043 -1.3478 -6.3995
H 6.3676 -4.2839 3.0485
C -0.1708 0.3585 -4.0486
H 5.9034 2.5310 -0.4132
N 1.0508 1.2703 -0.0725
C 1.6888 -2.4578 1.3428
H 7.3696 -2.1708 2.2658
N -0.2997 0.6844 4.2146
H 4.7344 -0.3317 0.8087
H -2.9876 5.8862 -0.9885
N -1.3531 0.7300 3.4097
N -3.7082 0.2590 3.8468
C 6.1437 -3.3528 0.3673
C -0.5778 -2.9554 -2.5067
H -0.6415 -4.6026 -0.5931
H -2.2487 6.1840 3.6659
N 1.4215 -1.2302 0.9152
C 4.3050 3.7673 -1.3980
H 5.5323 4.1885 -3.2401
C -1.9038 -5.8207 1.8520
H 2.9301 -4.1415 1.7239
N -4.7057 1.8578 0.9008
C -2.9067 2.1945 -2.3541
C -1.9421 -5.8800 3.2558
S -3.9980 2.5840 -3.4632
Rb -1.4453 -0.2785 0.6731
H -4.0053 -4.5958 -0.9435
C 0.7812 2.4586 -0.5185
C 2.9279 -3.0616 1.4940
H -4.2811 0.1122 4.6724
C 1.7917 3.2930 -0.9829
N -0.6923 0.2605 5.4694
N -4.3920 -1.2084 -1.4025
H -1.0882 8.3662 -0.0093
H 5.4234 2.4673 -2.7398
C 2.3254 0.7727 -0.0380
H -1.0643 8.4969 1.8103
N -2.0002 -0.0220 5.4187
C -2.0796 -3.2990 -2.3592
H -2.6353 -2.4543 -2.8031
H 6.2789 -2.5283 -0.3681
C -6.6459 -2.2633 -2.7555
H -1.9337 -4.5013 5.0260
H -3.1702 4.9212 2.8805
C -1.8784 -3.4917 3.1736
N -5.7746 1.9751 1.7339
C -6.3875 -0.9244 -2.7982
C -4.2897 0.9381 2.8103
C 2.5803 -0.5397 0.5388
H 5.1043 3.6630 0.6624
H 0.8301 -3.1081 1.5410
H -0.4159 1.3971 -3.7291
C 4.8568 3.4038 -2.8446
H -4.0986 -3.4332 0.3144
N -2.3542 -3.3268 -0.9228
H 3.4448 5.4951 -0.3940
H -5.9167 -4.2217 -2.0404
N -2.1762 1.7660 -1.4749
C 3.8100 5.1864 -1.4135
C -1.6933 -4.5425 -0.3345
H 4.6612 5.8737 -1.6543
C -5.8068 -3.1065 -2.0514
N -3.7061 1.2465 1.6157
H 4.0506 3.3165 -3.5109
N -5.5476 1.3870 2.9355
C 3.8565 -1.0026 0.9441
H -2.5954 8.7842 0.8911
C 5.3500 -4.0100 2.6665
C -2.9030 5.9818 2.8576
C -2.3587 0.2838 4.1580
H 1.4625 4.2306 -1.3309
H 7.1931 -3.6855 0.6537
As -1.9349 6.3005 1.2115
C -1.7946 -4.5767 1.1666
C 0.9611 -1.1674 -5.5092
C 5.4568 3.5527 -0.3990
C -1.6661 8.2570 0.9221
H 6.3070 -0.8967 1.5489
H 2.9594 5.2624 -2.1756
H -1.7771 -6.7790 1.3106
H 6.0414 -1.4709 3.2711
C -5.2347 -0.4478 -2.1206
H -1.8835 -2.5364 3.7284
H 6.3183 4.2372 -0.5508
H -0.2410 2.8411 -0.4496
H -4.1542 5.6690 0.3350
C -0.2153 -1.8766 -3.5291
H -3.8452 6.5596 2.9289
H -2.0063 -6.8861 3.7105
C 3.3505 1.5313 -0.6678
C 0.6240 0.1641 -5.1593
H 4.7273 -3.7908 3.5539
N -1.8239 -3.4253 1.8464
H -3.0215 4.3094 -0.1152
H -6.9890 -0.2237 -3.3464
C 3.1134 2.8389 -1.0737
C -1.9340 -4.6416 3.9366
H -4.8894 0.5765 -2.1378
H -0.1634 -2.4942 -1.6057
C -3.7944 -3.4977 -0.6970
C -4.6546 -2.5582 -1.4730
H -0.0179 -3.8580 -2.7490
N -0.5188 -0.6410 -3.2291
C -3.1633 5.3877 0.0150
H -2.2802 -5.3633 -0.6981
S -0.0064 5.4345 1.1765
C 6.3279 -1.7719 2.2433
C 5.4432 -2.8541 1.6592
C 0.5322 -2.1885 -4.6678

Computed properties:
largest force on an atom: 6.66 eV/Å
HOMO level: -1.1 eV
charge: -2
orbital gap: 0.156 Ha

Number 1: total energy -11477.56264 Eh. Number 2: total energy -5603.25519 Eh.